Computed, not measured: C18H42FeNO2P2Si2 as an isolated structure at a distorted geometry, with wB97M-V/def2-TZVPD.

XYZ file:
```
68
Properties=species:S:1:pos:R:3:forces:R:3
Fe -0.004716 -0.400053 0.197889 -1.3 2.2 1.3
P 2.076667 0.181798 0.696225 2.5 1.2 0.2
C 2.887630 -1.106381 -0.266243 -0.1 -0.9 0.3
C 2.054753 -2.149592 -0.710019 -1.1 -1.0 -0.5
N 0.673141 -1.920507 -0.711089 0.9 -1.4 -0.5
C -0.219998 -2.826704 -1.124049 0.4 -0.6 0.1
C 0.183415 -4.103964 -1.502824 1.0 0.3 -0.1
C 1.553895 -4.397313 -1.491772 -0.6 -0.1 0.1
C 2.477605 -3.441319 -1.116176 0.7 0.9 0.2
C -1.676537 -2.451833 -1.103591 0.3 0.4 0.3
P -1.792413 -0.586019 -1.120793 -2.2 -1.4 -2.0
H 3.556034 -3.628858 -1.076250 -0.5 -0.2 -0.2
H -0.560823 -4.820410 -1.790269 -0.1 -0.3 -0.1
H 1.884770 -5.388901 -1.758529 0.1 -0.1 -0.1
H -2.201261 -2.856094 -1.979007 0.1 0.1 0.2
H -2.180800 -2.845913 -0.210472 0.2 0.0 -0.1
H 3.672547 -0.541006 -2.833635 -0.2 0.3 -0.4
H 3.976533 -1.276163 -0.239087 -0.6 0.3 0.0
H 1.683497 1.350357 -3.844387 -0.2 0.4 0.0
O 3.501514 0.009293 -3.618842 0.7 -0.5 0.4
H 4.342805 -0.071192 -4.107150 -0.6 0.2 0.0
H 0.008010 0.984775 -0.511263 0.2 0.1 -0.2
O 1.002350 2.026487 -3.655929 -0.1 -0.9 0.3
H 0.186996 1.509675 -3.535781 0.4 0.4 -0.2
C -1.852483 -0.353781 -2.933632 0.4 0.5 0.0
H -2.645318 -0.982774 -3.369033 0.2 0.2 0.3
H -2.084409 0.703756 -3.135890 0.2 -0.3 -0.1
H -0.890119 -0.632783 -3.389895 -0.3 0.2 0.1
C -3.558914 -0.374661 -0.696654 0.2 0.6 0.4
H -3.815982 0.674095 -0.893949 -0.1 -0.2 0.2
H -4.181702 -1.020514 -1.334976 0.4 0.2 0.1
H -3.749363 -0.619727 0.355467 0.0 0.1 -0.2
C 2.634179 -0.171687 2.400312 -0.2 -0.4 0.0
H 3.731212 -0.208726 2.391692 -0.2 0.0 0.0
H 2.305712 0.602222 3.101025 0.0 -0.1 -0.3
H 2.238725 -1.141861 2.726335 0.2 0.3 -0.1
C 3.031703 1.667667 0.253672 -0.3 0.3 -0.2
H 2.758571 2.502691 0.914389 0.1 -0.2 -0.2
H 4.105885 1.456540 0.366122 -0.4 0.0 0.0
H 2.817364 1.942448 -0.789359 0.1 0.0 0.3
C 0.398456 2.333502 3.498245 0.0 -0.2 -0.1
Si -1.118862 1.555967 2.684593 -0.3 0.5 0.0
C -2.463872 1.489225 4.002646 0.1 -0.1 -0.1
C -1.732484 2.747223 1.357394 0.1 0.0 0.0
C -0.916719 -0.186463 1.894604 -0.7 -0.4 0.4
Si -0.714889 -1.570168 3.187298 -0.3 -0.3 0.8
C -2.440474 -2.047835 3.759453 0.1 0.0 -0.2
C 0.076802 -3.124289 2.450385 0.0 0.0 0.0
C 0.227224 -1.150162 4.784215 0.2 0.1 -0.3
H 0.051500 3.311873 3.870546 0.1 -0.3 -0.1
H 1.240127 2.533642 2.821256 -0.2 0.0 0.1
H 0.772628 1.773126 4.366017 -0.1 0.1 -0.2
H -2.637465 2.532873 4.313180 0.0 -0.3 -0.1
H -3.400347 1.079617 3.594705 0.2 0.2 0.2
H -2.180541 0.911674 4.894306 -0.1 0.2 -0.3
H -0.962994 3.023771 0.622519 -0.1 -0.1 0.1
H -2.608460 2.361462 0.814697 0.2 0.1 0.1
H -2.033790 3.678134 1.862986 0.0 -0.2 -0.2
H -1.934658 -0.362434 1.392976 0.9 0.1 0.8
H -3.050572 -2.342554 2.892868 0.0 -0.1 0.3
H -2.329927 -2.900706 4.448181 -0.2 0.2 -0.3
H -2.956875 -1.236191 4.289304 0.2 -0.2 -0.2
H 1.113579 -3.002015 2.105014 -0.2 0.0 0.1
H 0.078397 -3.890429 3.243410 0.0 0.2 -0.3
H -0.518427 -3.512002 1.608646 0.1 0.0 0.2
H 1.297480 -0.946366 4.647281 -0.3 -0.1 0.1
H -0.190513 -0.308714 5.354596 0.0 -0.3 -0.2
H 0.148914 -2.052203 5.415885 0.0 0.3 -0.2
```
Forces are in eV/Å.

Net charge = +2
Multiplicity = 6
Relative energy (zero: lowest compared OMol25 entry of this formula, charge and spin) = 3.0 kcal per mole
HOMO energy (alpha / beta) = -14.427 / -15.385 eV
Electronic energy = -93637.1628 eV
⟨S²⟩ = 8.8408

***

Computed, not measured: C19H32N2O5 in the gas phase, with wB97M-V/def2-TZVPD.

XYZ file:
```
58
Properties=species:S:1:pos:R:3:forces:R:3
C -2.984165 -2.956768 1.275587 0.0 0.1 -0.3
C -3.704363 -2.794463 -0.057396 -0.3 -0.3 0.4
C -5.205014 -2.582993 0.118184 0.3 0.1 -0.2
O -3.117909 -1.742151 -0.846640 0.0 -0.2 -0.3
C -3.063174 -0.500359 -0.382304 -0.1 0.4 -0.4
O -3.563459 -0.105395 0.641214 -0.1 -0.1 0.1
C -2.365626 0.395828 -1.398348 0.2 -0.1 0.4
C -1.225754 1.215803 -0.780465 -0.5 -0.1 -0.2
C -0.370696 1.931991 -1.870064 -0.1 0.1 0.0
N 1.019625 1.553303 -1.871174 0.1 0.2 -0.3
C 1.249742 0.224843 -2.396903 -0.1 -0.1 0.0
C 1.600554 1.776046 -0.570258 0.1 0.1 0.1
C 0.843174 1.085962 0.607101 0.4 -0.2 0.3
C 1.748344 0.187204 1.464344 -0.2 0.0 -0.1
C 2.621061 -0.750038 0.653406 -0.2 0.2 0.3
O 2.221936 -1.611297 -0.081747 0.0 -0.1 -0.1
O 3.908650 -0.477352 0.893474 0.2 0.2 0.2
C 4.951671 -1.267926 0.290267 0.3 -0.4 -0.3
C 4.941215 -1.148643 -1.230095 -0.1 0.1 0.3
C 4.881410 -2.720263 0.749020 -0.1 0.3 0.0
C 0.216427 2.162230 1.524793 0.0 0.0 0.0
N -0.662216 3.025776 0.766754 0.0 0.0 0.1
C -1.118814 4.155036 1.548262 0.0 0.0 0.0
C -1.768951 2.277925 0.199738 0.0 0.0 0.1
C -0.363104 0.332429 0.092669 0.1 0.3 0.0
O -0.694214 -0.764989 0.468838 0.1 0.0 0.0
H -1.909539 -2.956964 1.112674 0.1 -0.1 0.1
H -3.231534 -2.132318 1.938249 0.0 0.0 0.1
H -3.281330 -3.893145 1.740293 0.0 -0.1 0.0
H -3.527287 -3.678994 -0.681597 0.0 0.2 0.1
H -5.388265 -1.700410 0.724966 0.0 0.0 0.0
H -5.637595 -3.449039 0.611590 -0.1 -0.1 0.0
H -5.683901 -2.452230 -0.850018 -0.1 0.0 -0.1
H -3.112299 1.074557 -1.816475 0.0 0.0 -0.1
H -1.976343 -0.244782 -2.189993 0.0 0.1 0.0
H -0.408847 3.009016 -1.689929 -0.1 -0.1 -0.1
H -0.784376 1.730000 -2.859637 0.0 0.0 0.0
H 0.805942 0.158399 -3.389388 0.0 0.0 -0.1
H 0.837165 -0.574203 -1.768300 0.1 -0.1 -0.1
H 2.322982 0.065762 -2.489360 0.0 -0.1 0.0
H 1.594442 2.855782 -0.398731 0.1 -0.1 0.1
H 2.636996 1.435504 -0.592301 0.0 0.0 0.0
H 2.394971 0.799477 2.093466 -0.1 0.0 0.0
H 1.106211 -0.436708 2.091916 0.1 0.0 0.0
H 5.859360 -0.798543 0.689159 -0.2 -0.1 -0.1
H 5.827145 -1.629436 -1.635543 0.1 0.0 0.0
H 4.944828 -0.101438 -1.526569 0.0 0.1 -0.1
H 4.057949 -1.633013 -1.637685 0.0 0.0 -0.1
H 4.855636 -2.769503 1.835373 0.0 -0.1 0.1
H 3.988469 -3.196000 0.352924 0.0 -0.1 0.0
H 5.756958 -3.255618 0.392618 0.1 -0.1 0.0
H 1.015625 2.774323 1.953562 0.0 -0.1 0.0
H -0.314328 1.657904 2.353465 0.0 0.0 0.0
H -1.721000 4.803921 0.914373 0.0 0.1 0.0
H -0.255230 4.717531 1.900756 0.0 0.1 0.1
H -1.722820 3.854512 2.417117 0.0 0.0 0.0
H -2.409039 2.973320 -0.350805 0.0 0.0 0.0
H -2.378511 1.782816 0.971145 0.0 0.1 -0.1
```
Forces are in eV/Å.

Net charge = 0
Relative energy (zero: lowest compared OMol25 entry of this formula, charge and spin) = 58.2 kcal per mole
HOMO energy = -8.229 eV
Electronic energy = -33440.6632 eV

***

The lowest net charge belongs to which entry? C19H32N2O5